No. 1
The following is a DFT calculation (wB97M-V/def2-TZVPD) of one molecule with the formula C6H9N.

Geometry as ORCA input:
```
! wB97M-V def2-TZVPD RIJCOSX def2/J DEFGRID3
* xyz 0 1
C 2.045 -0.847 0.304
C 1.040 0.131 -0.233
C -0.065 -0.271 -0.898
C -1.143 0.596 -0.623
C -2.169 -0.437 -0.087
C -0.552 1.725 -0.051
N 0.776 1.422 0.179
H 2.431 -0.540 1.280
H 1.514 -1.798 0.491
H 2.874 -1.031 -0.389
H -0.230 -1.217 -1.378
H -2.807 -0.005 0.669
H -1.609 -1.245 0.432
H -2.743 -0.973 -0.846
H -0.868 2.750 0.126
H 1.381 2.005 0.733
*
```

The value obtained for the HOMO-LUMO gap is 8.64 eV. For the total energy, the calculation gives -288.69280 a.u. For the energy relative to the best compared isomer or geometry (same formula, charge and spin), the calculation gives 56.00 kcal per mole. Its SMILES is Cc1c[nH]c(C)c1. The value obtained for the HOMO energy is -7.631 eV. The calculation puts the lowest unoccupied orbital energy at 1.013 eV.

***

No. 2
The following is a DFT calculation (wB97M-V/def2-TZVPD) of C28H29N5NbO2PS as an isolated structure in a non-equilibrium geometry.

Geometry as ORCA input:
```
! wB97M-V def2-TZVPD RIJCOSX def2/J DEFGRID3
* xyz 2 1
Nb -4.095 6.328 18.095
O -3.758 8.333 19.395
C -3.895 8.424 18.156
C -3.978 9.393 17.165
C -4.020 10.813 17.426
C -3.906 11.619 16.343
C -3.806 11.010 15.031
C -3.700 9.690 14.760
C -3.953 8.851 15.851
P -4.064 7.095 15.785
C -2.910 6.566 14.422
C -1.725 5.940 14.662
C -0.830 5.498 13.689
C -1.123 5.741 12.332
C -2.315 6.429 11.990
C -3.153 6.904 13.029
C -5.584 6.766 14.877
C -5.744 5.479 14.301
C -6.755 5.292 13.364
C -7.625 6.348 13.138
C -7.583 7.557 13.829
C -6.554 7.775 14.777
H -4.245 11.232 18.396
H -4.003 12.687 16.450
H -3.883 11.703 14.129
H -3.465 9.370 13.747
H -1.509 5.667 15.699
H 0.160 5.172 13.988
H -0.463 5.390 11.613
H -2.519 6.646 10.943
H -3.920 7.644 12.757
H -5.032 4.727 14.618
H -6.860 4.366 12.864
H -8.523 6.253 12.539
H -8.378 8.306 13.682
H -6.496 8.745 15.326
H -4.460 4.679 17.833
C -9.167 6.911 21.429
N -8.072 6.984 20.459
C -8.149 8.000 19.457
C -7.121 6.070 20.386
S -6.323 5.740 18.765
N -6.757 5.359 21.467
C -6.564 5.951 22.763
C -6.215 3.975 21.339
H -10.107 6.799 20.804
H -9.351 7.898 21.927
H -8.989 6.141 22.184
H -7.574 8.890 19.798
H -9.218 8.401 19.417
H -7.704 7.707 18.478
H -5.968 6.935 22.781
H -6.071 5.197 23.349
H -7.500 6.098 23.367
H -6.684 3.479 20.447
H -6.470 3.353 22.223
H -5.171 3.914 21.140
N -2.004 4.878 20.709
C -1.524 5.063 19.459
O -2.377 5.658 18.669
C -0.458 4.340 19.002
C 0.292 4.931 17.986
N 0.927 5.269 17.084
C 0.053 3.193 19.613
N 0.421 2.204 20.124
H -2.850 5.363 20.950
H -1.251 4.963 21.362
*
```

The value obtained for the HOMO-LUMO gap (spin up / spin down) is 5.57 / 5.57 eV. For the total energy, the calculation gives -2304.43424 a.u. For the energy relative to the best compared isomer or geometry (same formula, charge and spin), the calculation gives 0.00 kcal per mole. The value obtained for the HOMO energy (spin up / spin down) is -13.453 / -13.452 eV. The calculation puts the lowest unoccupied orbital energy (spin up / spin down) at -7.884 / -7.884 eV.